This record from the OMol25 dataset describes C73H72BrGe2N6RuS4 as an isolated structure at a distorted geometry. The level of theory is ωB97M-V/def2-TZVPD.

Geometry as XYZ:
```
159
Properties=species:S:1:pos:R:3
Ru -0.31 -1.31 1.84
C 0.76 -3.64 8.52
C 0.35 -3.36 7.11
C -0.42 -4.27 6.38
C -0.83 -3.96 5.11
C -0.54 -2.73 4.49
N -1.19 -2.42 3.31
C -2.50 -2.80 3.21
C -3.31 -2.87 4.37
C -4.62 -3.30 4.34
C -5.23 -3.66 3.14
C -6.61 -4.21 3.09
C -4.48 -3.53 1.98
C -3.14 -3.14 1.99
N -2.43 -3.21 0.78
C -2.74 -3.99 -0.28
C -1.76 -3.83 -1.23
C -0.87 -2.92 -0.67
N -1.29 -2.55 0.54
C 0.35 -1.87 5.18
C 0.76 -2.20 6.47
N 0.84 -0.68 4.60
C 1.53 0.30 5.24
C 1.97 1.19 4.29
C 1.51 0.68 3.07
N 0.82 -0.44 3.28
H 0.23 -4.51 8.91
H 0.55 -2.79 9.16
H 1.83 -3.85 8.57
H -0.69 -5.22 6.82
H -1.44 -4.67 4.55
H -2.87 -2.62 5.32
H -5.18 -3.34 5.26
H -7.00 -4.36 4.10
H -6.61 -5.17 2.58
H -7.29 -3.55 2.55
H -4.94 -3.76 1.03
H -3.59 -4.65 -0.29
H -1.69 -4.29 -2.19
H 0.04 -2.54 -1.08
H 1.41 -1.54 7.01
H 1.67 0.33 6.30
H 2.54 2.08 4.44
H 1.64 1.08 2.08
C 5.24 2.93 3.35
C 5.13 2.08 2.12
C 5.20 0.70 2.19
C 5.13 -0.09 1.05
C 5.28 -1.58 1.14
C 4.95 0.53 -0.19
C 4.89 1.93 -0.28
C 4.77 2.64 -1.60
C 4.99 2.68 0.88
C 4.95 -0.28 -1.42
C 6.17 -0.68 -1.94
C 6.23 -1.41 -3.12
C 5.06 -1.71 -3.79
C 3.82 -1.33 -3.28
C 3.78 -0.62 -2.09
Ge 2.02 -0.15 -1.20
S 1.78 -1.45 0.62
S 1.49 2.01 -0.63
Ge -0.65 1.36 -1.25
S -1.47 0.56 0.67
S 0.14 -0.37 -2.53
C -1.92 2.59 -2.25
C -3.08 2.07 -2.80
C -3.91 2.91 -3.55
C -3.58 4.23 -3.74
C -2.43 4.74 -3.18
C -1.59 3.92 -2.43
C -0.35 4.50 -1.86
C 0.76 4.71 -2.67
C 0.77 4.32 -4.12
C 1.89 5.30 -2.13
C 1.93 5.69 -0.80
C 3.16 6.31 -0.21
C 0.80 5.49 -0.01
C -0.34 4.91 -0.52
C -1.56 4.71 0.34
C -3.52 0.66 -2.68
C -3.28 -0.22 -3.75
C -2.36 0.14 -4.88
C -3.94 -1.44 -3.77
C -4.84 -1.80 -2.78
C -5.70 -3.01 -2.91
C -5.00 -0.94 -1.69
C -4.37 0.29 -1.64
C -4.67 1.24 -0.53
C 2.63 -1.69 -4.07
C 2.10 -2.98 -3.98
C 2.66 -3.99 -3.03
C 1.07 -3.34 -4.84
C 0.57 -2.45 -5.78
C -0.51 -2.86 -6.73
C 1.10 -1.17 -5.84
C 2.12 -0.77 -5.00
C 2.70 0.60 -5.09
H 5.36 2.31 4.24
H 4.35 3.55 3.47
H 6.10 3.60 3.28
H 5.33 0.22 3.15
H 5.20 -1.91 2.17
H 6.25 -1.88 0.76
H 4.52 -2.08 0.55
H 4.62 1.94 -2.42
H 5.69 3.20 -1.79
H 3.94 3.34 -1.57
H 4.97 3.76 0.81
H 7.08 -0.42 -1.41
H 7.18 -1.73 -3.51
H 5.09 -2.27 -4.71
H -4.80 2.49 -3.99
H -4.23 4.87 -4.33
H -2.15 5.77 -3.32
H -0.09 3.69 -4.37
H 1.68 3.78 -4.36
H 0.74 5.21 -4.74
H 2.75 5.46 -2.76
H 3.95 6.38 -0.94
H 3.50 5.71 0.64
H 2.94 7.31 0.17
H 0.82 5.82 1.02
H -1.45 5.23 1.29
H -1.71 3.65 0.55
H -2.45 5.08 -0.17
H -2.15 1.20 -4.88
H -2.81 -0.13 -5.83
H -1.42 -0.41 -4.77
H -3.79 -2.10 -4.61
H -5.27 -3.73 -3.61
H -6.68 -2.71 -3.28
H -5.84 -3.50 -1.95
H -5.68 -1.22 -0.90
H -5.25 0.76 0.26
H -5.24 2.09 -0.90
H -3.75 1.62 -0.09
H 3.34 -3.54 -2.32
H 3.20 -4.76 -3.58
H 1.85 -4.48 -2.47
H 0.67 -4.34 -4.79
H -0.75 -3.92 -6.62
H -0.20 -2.68 -7.76
H -1.42 -2.28 -6.56
H 0.71 -0.47 -6.57
H 2.16 1.20 -5.81
H 3.75 0.56 -5.38
H 2.65 1.10 -4.12
Br -4.53 0.42 6.62
C -3.12 1.07 5.52
C -2.52 2.29 5.77
C -1.53 2.70 4.89
C -1.17 1.86 3.85
N -1.71 0.66 3.65
C -2.69 0.29 4.46
H -2.82 2.91 6.60
H -1.05 3.65 5.01
H -0.42 2.17 3.13
H -3.17 -0.65 4.25
```

The calculation puts the LUMO energy (spin up / spin down) at -0.083 / -0.193 hartree. The spin multiplicity is 5. Its net charge is +1. As for the electronic energy: -314808.3178 eV. As for the expectation value of S²: 6.0503. For the energy relative to the best compared isomer or geometry (same formula, charge and spin), the calculation gives 0.966 eV. For the HOMO-LUMO gap (spin up / spin down), the calculation gives 7.24 / 4.43 eV. For the HOMO energy (spin up / spin down), the calculation gives -9.49 / -9.67 eV.



This record from the OMol25 dataset describes a 11-piece molecular cluster, C51H89F4N3O13PS overall at a distorted geometry. The level of theory is ωB97M-V/def2-TZVPD.

Geometry as XYZ:
```
162
Properties=species:S:1:pos:R:3
C 4.26 -4.41 0.97
C 3.08 -3.70 1.78
P 2.93 -1.95 1.18
C 1.69 -2.01 -0.24
N 2.18 -0.80 2.49
C 1.41 -1.72 3.41
C 0.33 -1.06 4.35
C -1.07 -1.10 3.59
C -2.04 0.10 3.93
C -2.63 0.84 2.66
C -3.16 -0.14 1.54
C -3.85 0.66 0.34
S -3.11 0.12 -1.29
C -3.49 -1.63 -1.48
N -2.61 -2.52 -0.99
N -3.11 -3.77 -1.21
C -4.29 -3.58 -1.84
O -4.58 -2.25 -2.07
O 1.29 -0.07 1.74
C 1.11 1.31 2.02
O 0.48 1.79 2.91
C 1.71 2.31 0.98
C 1.11 2.22 -0.37
C 1.53 3.10 -1.46
C 2.60 4.05 -1.16
C 3.20 4.13 0.17
C 2.75 3.28 1.29
C 3.38 -0.14 3.08
F 4.09 0.62 2.19
F 4.27 -1.19 3.34
C 3.23 0.57 4.48
F 4.33 1.38 4.71
F 3.30 -0.41 5.46
H 4.11 -4.28 -0.13
H 5.21 -3.88 1.26
H 4.35 -5.51 1.26
H 2.14 -4.29 1.62
H 3.35 -3.81 2.86
H 2.07 -2.72 -1.02
H 1.68 -0.98 -0.68
H 0.66 -2.24 0.14
H 2.10 -2.32 4.07
H 0.81 -2.39 2.73
H 0.21 -1.75 5.23
H 0.59 -0.06 4.78
H -0.90 -1.16 2.48
H -1.59 -2.05 3.88
H -2.92 -0.20 4.57
H -1.45 0.87 4.50
H -1.90 1.53 2.16
H -3.50 1.47 2.98
H -3.85 -0.94 1.94
H -2.31 -0.70 1.05
H -4.94 0.39 0.27
H -3.69 1.76 0.41
H -4.90 -4.47 -2.12
H 0.30 1.49 -0.57
H 1.01 3.00 -2.44
H 2.92 4.71 -2.01
H 4.01 4.89 0.29
H 3.19 3.35 2.31
H 2.33 1.22 4.61
C -2.92 5.16 6.07
C -2.06 3.93 5.98
O -2.55 2.82 5.98
C -0.57 4.13 5.89
H -3.97 4.87 6.13
H -2.66 5.73 6.97
H -2.78 5.78 5.18
H -0.22 4.65 6.78
H -0.33 4.70 4.99
H -0.08 3.16 5.83
C 1.42 -0.58 -5.28
C 0.98 -1.57 -4.23
O 1.76 -2.02 -3.42
C -0.47 -1.97 -4.23
H 2.49 -0.38 -5.17
H 1.24 -0.99 -6.27
H 0.87 0.36 -5.16
H -0.73 -2.44 -5.18
H -1.10 -1.09 -4.07
H -0.65 -2.68 -3.43
C -6.04 -6.47 0.75
C -6.81 -6.85 -0.48
O -6.26 -6.98 -1.56
C -8.30 -7.06 -0.33
H -4.99 -6.36 0.50
H -6.41 -5.53 1.15
H -6.13 -7.26 1.50
H -8.77 -6.13 0.02
H -8.49 -7.87 0.37
H -8.73 -7.32 -1.30
C 2.42 6.44 10.07
C 1.12 5.80 9.66
O 0.76 5.79 8.50
C 0.28 5.19 10.75
H 2.92 6.84 9.18
H 2.23 7.26 10.76
H 3.07 5.69 10.52
H 0.00 5.95 11.48
H 0.83 4.39 11.24
H -0.63 4.77 10.31
C -3.69 9.11 5.50
C -3.53 8.47 4.14
O -2.68 7.62 3.95
C -4.46 8.91 3.05
H -2.96 8.70 6.19
H -3.53 10.19 5.42
H -4.69 8.91 5.89
H -4.33 9.98 2.86
H -5.49 8.70 3.33
H -4.23 8.37 2.13
C 3.77 -9.14 3.34
C 4.62 -8.80 2.14
O 5.24 -7.76 2.09
C 4.66 -9.81 1.02
H 3.83 -8.33 4.07
H 2.73 -9.26 3.04
H 4.13 -10.06 3.81
H 3.66 -9.96 0.62
H 5.07 -10.76 1.39
H 5.31 -9.44 0.23
C 9.57 0.23 3.89
C 8.63 -0.94 3.75
O 9.03 -2.08 3.78
C 7.16 -0.63 3.58
H 10.59 -0.14 4.00
H 9.53 0.85 2.99
H 9.31 0.82 4.76
H 7.01 -0.05 2.67
H 6.80 -0.07 4.44
H 6.61 -1.56 3.50
C -0.81 1.43 -9.22
C -1.25 0.45 -8.17
O -0.47 -0.01 -7.36
C -2.70 0.04 -8.16
H 0.25 1.63 -9.10
H -0.99 1.02 -10.21
H -1.36 2.37 -9.10
H -2.96 -0.43 -9.11
H -3.33 0.92 -8.00
H -2.88 -0.67 -7.36
C 3.72 1.14 -12.67
C 2.95 1.11 -11.37
O 2.61 2.14 -10.81
C 2.62 -0.24 -10.79
H 3.88 2.18 -12.97
H 4.68 0.66 -12.54
H 3.14 0.64 -13.45
H 3.54 -0.78 -10.58
H 2.00 -0.80 -11.49
H 2.07 -0.11 -9.86
C -6.32 0.15 -9.61
C -5.61 0.12 -10.94
O -4.53 0.66 -11.09
C -6.28 -0.63 -12.06
H -5.72 0.72 -8.89
H -7.29 0.64 -9.72
H -6.46 -0.86 -9.23
H -7.25 -0.17 -12.28
H -6.41 -1.67 -11.79
H -5.66 -0.57 -12.96
```

The calculation puts the LUMO energy at -0.099 hartree. Its net charge is +1. As for the electronic energy: -116398.9890 eV. For the HOMO-LUMO gap, the calculation gives 8.02 eV. For the HOMO energy, the calculation gives -10.70 eV.



This record from the OMol25 dataset describes C27H37ClF4IN3O15P as an isolated structure at a distorted geometry. The level of theory is ωB97M-V/def2-TZVPD.

Geometry as XYZ:
```
89
Properties=species:S:1:pos:R:3
C -3.33 0.28 2.39
C -3.43 0.64 0.91
C -2.42 -0.05 -0.03
I -2.92 -2.08 -0.43
C -0.98 0.16 0.36
C -0.27 1.24 -0.07
C -0.67 2.40 -0.94
C -0.23 2.15 -2.41
C 1.02 2.93 -2.77
F -1.26 2.54 -3.24
N 0.95 1.08 0.50
F 1.95 1.95 0.35
C 1.04 -0.01 1.24
N 2.19 -0.41 1.93
C 3.24 -0.89 1.05
O 3.90 -0.23 0.32
F 3.34 -2.20 1.17
C 2.56 0.54 2.94
O 1.85 0.82 3.83
F 3.77 1.04 2.75
N -0.16 -0.62 1.18
P -0.71 -2.20 2.04
O -0.02 -3.23 1.02
Cl 0.60 -2.35 3.57
H -3.06 1.16 2.97
H -4.30 -0.03 2.77
H -2.61 -0.50 2.60
H -3.23 1.71 0.79
H -4.42 0.47 0.50
H -2.51 0.43 -1.00
H -0.23 3.31 -0.53
H -1.75 2.46 -0.88
H -0.04 1.08 -2.52
H 1.19 2.84 -3.85
H 0.88 3.98 -2.53
H 1.89 2.53 -2.25
H -0.06 -2.95 0.09
C 1.24 -6.15 -2.34
C -0.13 -5.52 -2.26
C -1.13 -6.30 -1.43
O -2.38 -5.96 -2.06
C -2.11 -5.63 -3.36
O -2.93 -5.49 -4.20
O -0.78 -5.49 -3.54
H 1.95 -5.47 -2.83
H 1.62 -6.38 -1.35
H 1.21 -7.06 -2.93
H -0.06 -4.48 -1.90
H -1.15 -6.01 -0.39
H -0.99 -7.38 -1.51
C -1.11 9.35 -2.28
C -1.63 8.23 -1.41
C -0.65 7.72 -0.37
O -1.04 6.33 -0.24
C -1.64 5.97 -1.41
O -1.93 4.84 -1.68
O -1.86 7.03 -2.18
H -1.90 9.75 -2.91
H -0.72 10.16 -1.66
H -0.32 8.98 -2.93
H -2.58 8.51 -0.95
H -0.73 8.22 0.59
H 0.38 7.75 -0.72
C -1.69 4.95 3.42
C -2.85 4.83 2.46
C -4.01 5.77 2.73
O -5.13 5.02 2.24
C -4.82 3.70 2.31
O -5.57 2.80 2.16
O -3.49 3.55 2.59
H -0.85 4.34 3.10
H -1.36 5.99 3.49
H -1.98 4.61 4.42
H -2.50 4.93 1.43
H -3.94 6.72 2.21
H -4.16 5.96 3.80
C 6.91 -9.22 0.33
C 6.01 -8.12 -0.18
C 4.72 -7.94 0.60
O 3.82 -7.45 -0.41
C 4.26 -7.90 -1.61
O 3.65 -7.85 -2.63
O 5.50 -8.43 -1.49
H 7.87 -9.21 -0.19
H 7.10 -9.10 1.39
H 6.46 -10.20 0.15
H 6.55 -7.18 -0.24
H 4.80 -7.23 1.41
H 4.33 -8.89 0.98
```

The calculation puts the LUMO energy at -0.133 hartree. Its net charge is +1. As for the electronic energy: -104557.9074 eV. For the HOMO-LUMO gap, the calculation gives 8.75 eV. For the HOMO energy, the calculation gives -12.36 eV.



This record from the OMol25 dataset describes C17H31ClNNaO8S2Si as an isolated structure at a distorted geometry. The level of theory is ωB97M-V/def2-TZVPD.

Geometry as XYZ:
```
62
Properties=species:S:1:pos:R:3
Na -1.75 0.88 -1.78
C 0.92 2.94 -1.08
C 1.44 1.74 -0.31
C 2.08 2.18 1.00
C 2.44 0.97 -1.17
O 0.30 0.90 -0.07
Si 0.04 -0.37 0.97
S -1.65 -1.34 0.44
O 0.13 0.23 2.54
C -0.88 0.85 3.34
C -1.78 1.76 2.50
C -1.71 -0.24 4.01
C -0.14 1.66 4.39
O 1.50 -1.18 0.94
C 2.00 -2.22 1.76
C 0.90 -2.93 2.54
C 3.01 -1.59 2.72
C 2.69 -3.21 0.82
H 1.73 3.65 -1.28
H 0.14 3.45 -0.51
H 0.49 2.64 -2.04
H 2.96 2.80 0.78
H 2.40 1.32 1.59
H 1.38 2.76 1.59
H 3.28 1.62 -1.44
H 1.95 0.62 -2.09
H 2.82 0.10 -0.63
H -2.34 1.18 1.77
H -1.18 2.49 1.96
H -2.48 2.29 3.15
H -2.14 -0.89 3.25
H -2.51 0.20 4.61
H -1.07 -0.84 4.67
H 0.45 2.45 3.91
H 0.54 1.01 4.95
H -0.84 2.13 5.09
H 0.43 -2.24 3.25
H 1.33 -3.77 3.10
H 0.12 -3.29 1.87
H 2.51 -0.83 3.31
H 3.82 -1.12 2.15
H 3.44 -2.35 3.38
H 1.96 -3.62 0.12
H 3.15 -4.03 1.38
H 3.47 -2.69 0.25
O -2.17 -0.18 -3.43
N -1.87 -0.98 -4.40
C -2.78 -1.94 -4.71
C -2.57 -2.85 -5.72
C -1.38 -2.78 -6.43
C -0.47 -1.80 -6.11
C -0.67 -0.85 -5.08
S 0.44 0.37 -4.67
H -3.66 -1.91 -4.09
H -3.33 -3.60 -5.92
H -1.16 -3.48 -7.23
H 0.48 -1.72 -6.64
O -4.53 3.08 -2.14
Cl -3.26 3.14 -1.46
O -3.12 4.39 -0.75
O -2.17 2.99 -2.43
O -3.15 2.02 -0.51
```

The calculation puts the LUMO energy at 0.151 hartree. Its net charge is -2. As for the electronic energy: -82490.4293 eV. For the energy relative to the best compared isomer or geometry (same formula, charge and spin), the calculation gives 0.000 eV. For the HOMO-LUMO gap, the calculation gives 5.87 eV. For the HOMO energy, the calculation gives -1.75 eV.



This record from the OMol25 dataset describes an isolated ion of composition CH4Cl3N2Si and charge +1 at a distorted geometry. The level of theory is ωB97M-V/def2-TZVPD.

Geometry as XYZ:
```
11
Properties=species:S:1:pos:R:3
C 0.76 0.03 0.03
N 0.05 0.74 -0.81
N 0.23 -0.83 0.82
Si 3.05 0.00 0.00
Cl 3.41 -0.96 1.63
Cl 3.58 -0.99 -1.63
Cl 3.52 1.92 -0.09
H -1.02 0.96 -0.75
H 0.69 1.48 -1.08
H -0.86 -0.96 0.84
H 0.88 -1.25 1.36
```

The calculation puts the LUMO energy at -0.124 hartree. Its SMILES is NC(=[NH2+])[Si](Cl)(Cl)Cl. Its net charge is +1. As for the electronic energy: -49524.0156 eV. For the energy relative to the best compared isomer or geometry (same formula, charge and spin), the calculation gives 1.063 eV. For the HOMO-LUMO gap, the calculation gives 12.36 eV. For the HOMO energy, the calculation gives -15.72 eV.